Density functional theory data (wB97M-V/def2-TZVPD) for a molecular structure, C40H43BN9SSbSe4Tc at a distorted geometry.

```
100
Properties=species:S:1:pos:R:3:mulliken_charge:R:1
Tc 1.59 0.82 -0.01 1.267
C -3.73 0.59 -3.44 -0.807
C -2.38 -0.02 -3.64 0.577
C -1.85 -0.34 -4.87 -1.469
C -0.51 -0.70 -4.60 0.262
N -0.27 -0.63 -3.30 -0.372
N -1.42 -0.21 -2.70 0.591
B -1.23 -0.09 -1.15 0.084
N -1.82 -1.24 -0.28 0.806
N -1.12 -1.45 0.87 0.387
C -1.78 -2.36 1.56 0.183
C -2.94 -2.76 0.87 -1.193
C -2.93 -2.02 -0.29 0.402
C -3.91 -2.14 -1.41 -1.466
C -1.28 -2.83 2.87 0.648
C -1.97 -3.81 3.58 -0.848
C -1.54 -4.20 4.84 -0.692
C -0.43 -3.62 5.42 -0.637
C 0.28 -2.65 4.71 -1.326
C -0.13 -2.27 3.45 0.358
N -1.49 1.32 -0.48 0.993
N -0.38 2.06 -0.22 -0.324
C -0.77 3.18 0.40 0.007
C -2.16 3.14 0.58 -0.804
C -2.57 1.95 0.03 0.586
C -3.95 1.39 0.07 -1.599
C 0.13 4.26 0.84 0.780
C -0.37 5.26 1.68 -0.765
C 0.44 6.29 2.12 -0.756
C 1.77 6.36 1.71 -0.393
C 2.27 5.39 0.85 -0.931
C 1.45 4.36 0.43 0.265
C 0.55 -1.07 -5.55 0.817
C 1.89 -0.93 -5.20 -0.069
C 2.90 -1.26 -6.09 -0.963
C 2.58 -1.73 -7.36 -0.369
C 1.25 -1.86 -7.72 -0.576
C 0.24 -1.53 -6.83 -0.669
H -4.42 0.21 -4.20 0.421
H -4.15 0.38 -2.47 -0.342
H -3.67 1.68 -3.57 0.229
H -2.34 -0.25 -5.82 0.409
H -0.03 -0.11 -1.03 -0.566
H -3.68 -3.49 1.15 0.479
H -4.55 -3.00 -1.22 0.477
H -4.56 -1.27 -1.49 0.123
H -3.41 -2.29 -2.37 0.224
H -2.85 -4.25 3.15 0.332
H -2.10 -4.95 5.39 0.366
H -0.11 -3.89 6.42 0.401
H 1.14 -2.17 5.16 0.417
H 0.41 -1.51 2.90 0.606
H -2.78 3.86 1.07 0.410
H -4.58 2.05 0.66 0.416
H -4.39 1.31 -0.92 0.181
H -3.96 0.40 0.54 0.319
H -1.39 5.22 2.03 0.273
H 0.04 7.04 2.79 0.364
H 2.41 7.17 2.04 0.381
H 3.29 5.43 0.49 0.278
H 1.87 3.64 -0.27 0.661
H 2.15 -0.52 -4.23 0.356
H 3.93 -1.13 -5.79 0.468
H 3.36 -1.99 -8.06 0.367
H 0.99 -2.22 -8.71 0.358
H -0.80 -1.64 -7.12 0.317
Se 5.81 0.23 -2.62 -0.718
Sb 4.53 2.09 -1.80 0.619
Se 2.06 1.72 -2.31 -0.631
Se 3.89 1.63 0.60 -0.626
Se 5.31 4.36 -2.01 -0.733
N -1.63 0.60 6.40 -0.399
C -0.27 0.75 6.14 0.447
S 0.80 0.59 7.44 -0.506
C 0.11 0.97 4.80 0.649
C -0.81 0.95 3.71 -0.837
C -0.38 1.07 2.42 0.149
N 0.91 1.25 2.05 1.775
C 1.79 1.35 3.10 -0.774
C 1.45 1.22 4.41 -1.340
H -1.84 0.66 7.39 0.226
H -2.26 1.12 5.81 0.176
H -1.87 0.76 3.85 0.218
H -1.11 1.01 1.63 -0.833
H 2.82 1.57 2.83 0.113
H 2.22 1.30 5.17 0.419
C 1.54 -3.08 -0.03 -1.390
C 2.59 -2.07 -0.45 1.389
C 3.87 -2.20 0.37 -1.637
C 2.88 -2.17 -1.95 -0.940
N 2.13 -0.70 -0.22 0.005
H 1.95 -4.08 -0.23 0.541
H 0.63 -2.95 -0.60 0.226
H 1.31 -3.01 1.03 0.193
H 4.31 -3.18 0.19 0.439
H 3.66 -2.10 1.44 0.331
H 4.59 -1.43 0.08 0.257
H 3.10 -3.21 -2.20 0.472
H 3.73 -1.55 -2.22 -0.081
H 2.00 -1.85 -2.51 0.094
```

Results
Energy above the lowest of the compared OMol25 structures with the same formula, charge and spin, kJ/mol: 0.0
<S²>: 0.762
2S+1: 2
Total energy, eV: -337230.193
Net charge: -2
Kohn-Sham gap (spin up / spin down), hartree: 0.1823 / 0.2303